Below is 2 unconnected molecules or ions with the total composition C3H9PS in a non-equilibrium geometry, with properties calculated with ωB97M-V/def2-TZVPD.

ORCA input file:
```
! wB97M-V def2-TZVPD RIJCOSX def2/J DEFGRID3
* xyz 0 1
C 1.49702 -0.30045 3.03051
P 1.30271 0.14248 1.42646
C 0.29830 -1.41344 0.97529
S -1.45242 -1.03270 0.77561
H 0.90536 -1.07376 3.45716
H 2.31889 0.18525 3.59070
H 0.51770 -1.63367 -0.05202
H 0.49579 -2.07513 1.79935
H -1.22077 -0.38870 -0.33493
C -0.95627 1.50112 -2.94219
H -0.32782 0.73256 -3.09047
H -0.40844 2.38000 -3.36509
H -1.91275 1.38533 -3.50691
H -1.05730 1.59110 -1.76347
*
```

Computed properties:
- Orbital gap: 8.746 eV
- Max |F|: 4.3 eV Å⁻¹
- SMILES: C=PCS.C
- HOMO level: -0.3181 Eh
- Lowest unoccupied orbital energy: 0.00331 Eh
- Electronic energy: -23378.64119 eV


Below is 2 unconnected molecules or ions with the total composition C3H9S, with properties calculated with ωB97M-V/def2-TZVPD.

ORCA input file:
```
! wB97M-V def2-TZVPD RIJCOSX def2/J DEFGRID3
* xyz -1 1
S -1.27358 2.22249 0.30100
H -0.38029 2.08818 1.29545
C 0.43907 -2.04182 0.83027
C 1.33806 -1.31199 -0.19770
C 0.50716 -0.64950 -1.30535
H 0.17621 -1.38321 1.65907
H 0.93119 -2.91979 1.25238
H -0.50126 -2.34433 0.37004
H 2.00907 -2.06027 -0.62877
H 1.90304 -0.56324 0.35664
H 1.07135 -0.46215 -2.21998
H -0.35549 -1.28124 -1.51938
H 0.13184 0.30887 -0.92885
*
```

Computed properties:
- Orbital gap: 6.499 eV
- Max |F|: 0.8 eV Å⁻¹
- HOMO level: -0.0909 Eh
- Lowest unoccupied orbital energy: 0.14799 Eh
- Electronic energy: -14092.99611 eV


Below is 2 unconnected molecules or ions with the total composition C3H9S2 in a non-equilibrium geometry, with properties calculated with ωB97M-V/def2-TZVPD.

ORCA input file:
```
! wB97M-V def2-TZVPD RIJCOSX def2/J DEFGRID3
* xyz 0 2
C 1.00554 -2.50688 0.34068
S 2.02380 -1.71439 -0.82387
H 0.25112 -3.10700 -0.16887
H 1.60562 -3.21174 0.93237
H 0.49867 -1.93154 1.11778
C -1.85237 0.05339 0.57833
S -1.62718 1.87819 0.32573
C 0.10844 2.32815 -0.11645
H -1.79511 -0.65992 -0.24557
H -2.81245 0.04609 1.07388
H -1.00558 -0.24677 1.19771
H 0.79260 1.50263 0.04953
H 0.10265 2.58484 -1.17052
H 0.39973 3.19199 0.47139
*
```

Computed properties:
- Orbital gap (alpha / beta): 9.279 / 6.382 eV
- Max |F|: 1.8 eV Å⁻¹
- <S²>: 0.753
- HOMO level (alpha / beta): -0.3094 / -0.3093 Eh
- Lowest unoccupied orbital energy (alpha / beta): 0.03166 / -0.07483 Eh
- Electronic energy: -24925.41760 eV


Number 2 is which compound? C3H9S